The following is a quantum chemistry calculation of 3 unconnected molecules or ions with the total composition C39H66BrN8O5P3S2 in a non-equilibrium geometry, from the OMol25 dataset.

Computed properties:
Energy, eV: -183239.998

```
! RIJCOSX wB97M-V def2-TZVPD def2/J DEFGRID3
* xyz 0 1
C 4.345 -3.522 3.513
N 3.695 -2.196 3.421
C 2.213 -2.246 3.435
C 1.581 -3.471 4.176
C 1.857 -3.720 5.611
P 2.911 -2.594 6.669
S 1.753 -1.827 8.069
C 1.287 -4.905 6.311
Br 1.618 -5.316 8.185
C 0.425 -5.804 5.567
C 0.135 -5.517 4.159
C 0.687 -4.391 3.413
N 0.443 -4.035 2.036
C -0.540 -2.923 1.886
C -2.063 -3.425 1.868
C -2.911 -2.171 2.325
O -3.104 -2.034 3.502
O -3.367 -1.235 1.397
C 0.049 -5.141 1.183
C 0.318 -4.974 -0.265
C 0.994 -3.684 -0.861
O 0.119 -3.126 -1.842
C 0.832 -2.387 -2.839
C -0.065 -5.996 -1.260
C -0.736 -7.213 -0.816
C -1.234 -8.355 -1.796
C -2.729 -8.651 -1.372
C -3.763 -7.607 -1.432
C -5.155 -7.843 -1.013
C -5.521 -9.188 -0.515
C -6.993 -9.432 -0.037
C -4.494 -10.236 -0.458
C -3.099 -9.994 -0.885
C -1.004 -7.402 0.610
C -0.619 -6.380 1.576
S -1.006 -6.682 3.322
H 5.398 -3.417 3.112
H 4.457 -3.787 4.602
H 3.857 -4.316 2.899
H 4.075 -1.544 4.102
H 1.868 -2.125 2.375
H 1.853 -1.316 3.975
H 3.427 -1.484 5.950
H 3.943 -3.295 7.360
H -0.018 -6.703 6.063
H -0.335 -2.296 0.974
H -0.450 -2.261 2.784
H -2.173 -4.266 2.603
H -2.321 -3.778 0.838
H -3.583 -1.695 0.565
H 1.957 -4.040 -1.338
H 1.302 -2.952 -0.063
H 1.813 -2.852 -3.145
H 1.092 -1.352 -2.457
H 0.190 -2.327 -3.763
H 0.126 -5.815 -2.341
H -0.643 -9.289 -1.624
H -1.206 -7.999 -2.863
H -3.541 -6.571 -1.799
H -5.896 -7.010 -1.047
H -7.590 -10.039 -0.774
H -6.983 -9.950 0.964
H -7.550 -8.466 0.131
H -4.737 -11.259 -0.065
H -2.341 -10.817 -0.811
H -1.521 -8.338 0.930
O 2.430 1.387 -3.649
P 2.674 2.495 -2.623
N 1.791 3.688 -3.507
C 2.108 5.100 -3.606
C 0.346 3.553 -3.305
N 4.408 2.544 -3.024
C 5.021 3.588 -3.845
C 4.915 1.282 -3.612
N 2.904 3.682 -1.309
C 4.080 4.487 -1.028
C 2.565 2.978 -0.048
H 1.905 5.647 -2.676
H 1.511 5.572 -4.392
H 3.141 5.280 -3.895
H 0.061 3.828 -2.279
H 0.029 2.521 -3.481
H -0.218 4.182 -3.998
H 4.475 3.741 -4.786
H 6.049 3.330 -4.118
H 5.140 4.537 -3.330
H 4.632 1.196 -4.668
H 4.548 0.413 -3.072
H 6.007 1.245 -3.563
H 4.996 3.897 -0.924
H 3.943 5.034 -0.089
H 4.211 5.279 -1.761
H 3.281 2.173 0.159
H 1.566 2.529 -0.116
H 2.549 3.650 0.813
O 0.539 8.165 -0.264
P -0.958 8.444 -0.136
N -1.391 6.778 0.025
C -2.583 6.139 -0.499
C -1.168 6.289 1.389
N -1.049 8.976 -1.833
C -1.605 8.157 -2.910
C 0.245 9.450 -2.374
N -2.668 8.882 0.133
C -3.665 9.240 -0.862
C -2.666 9.972 1.139
H -3.493 6.419 0.048
H -2.490 5.051 -0.431
H -2.738 6.344 -1.555
H -1.882 6.740 2.093
H -0.157 6.538 1.724
H -1.265 5.203 1.448
H -1.174 7.147 -2.918
H -1.398 8.594 -3.892
H -2.689 8.095 -2.898
H 0.900 8.607 -2.631
H 0.760 10.100 -1.670
H 0.092 10.034 -3.286
H -3.352 10.060 -1.516
H -4.588 9.561 -0.368
H -3.981 8.379 -1.446
H -2.194 10.877 0.738
H -2.105 9.669 2.031
H -3.673 10.232 1.473
*
```